No. 1
This record from the Open Molecules 2025 dataset describes a molecular structure, C17H15I2N6O2S2V. The level of theory is ωB97M-V/def2-TZVPD.

Structure (ORCA input):
```
! RIJCOSX wB97M-V def2-TZVPD def2/J DEFGRID3
* xyz 1 4
V 0.128 -0.666 0.304
N 1.990 1.896 2.215
C 2.701 0.846 1.710
N 2.131 -0.188 1.150
C 3.099 -1.098 0.713
C 4.376 -0.706 0.900
S 4.418 0.817 1.712
C 2.608 -2.369 0.170
C 3.308 -3.473 -0.159
S 2.222 -4.747 -0.602
C 0.886 -3.683 -0.356
N 1.234 -2.477 0.035
N -0.394 -4.033 -0.561
H 1.039 1.680 2.474
H 2.459 2.512 2.858
H 5.282 -1.230 0.649
H 4.371 -3.638 -0.121
H -0.632 -4.998 -0.697
H -1.118 -3.397 -0.234
I -4.274 -3.370 0.587
C -3.941 -1.331 0.654
C -5.056 -0.459 0.728
C -4.901 0.894 0.759
I -6.589 2.099 0.865
C -3.589 1.453 0.707
C -3.308 2.835 0.681
C -2.017 3.274 0.589
C -0.985 2.326 0.526
N -1.201 1.029 0.566
C -2.492 0.574 0.652
C -2.656 -0.853 0.637
O -1.577 -1.609 0.553
H -6.047 -0.891 0.756
H -4.128 3.539 0.725
H -1.779 4.328 0.560
H 0.048 2.642 0.443
C 2.100 2.130 -1.920
C 1.342 0.900 -2.338
N 1.116 0.731 -3.645
O 0.943 0.070 -1.518
H 2.993 2.267 -2.529
H 2.382 2.035 -0.875
H 1.470 3.012 -2.047
H 1.447 1.394 -4.323
H 0.591 -0.069 -3.954
*
```

frontier orbital gap (spin up / spin down) = 0.2709 / 0.2739 Ha
highest occupied orbital energy (spin up / spin down) = -0.36975 / -0.37454 Eh
relative energy (zero: lowest compared OMol25 entry of this formula, charge and spin) = 3.0 kcal per mole
strongest force on any atom = 0.01172 hartree/bohr
E_LUMO (spin up / spin down) = -2.69 / -2.74 eV

=====

No. 2
This record from the Open Molecules 2025 dataset describes a molecular structure, C17H15N3O5. The level of theory is ωB97M-V/def2-TZVPD.

Structure (ORCA input):
```
! RIJCOSX wB97M-V def2-TZVPD def2/J DEFGRID3
* xyz 0 1
C -6.353 -1.058 0.954
H -7.009 -1.315 1.609
H -5.939 -1.875 0.318
H -6.759 -0.379 0.125
O -5.314 -0.677 1.456
C -4.244 -0.180 1.074
C -3.328 0.265 2.090
C -2.029 0.873 1.392
C -1.748 0.860 0.065
C -2.593 0.306 -0.764
C -3.933 0.091 -0.337
O -4.918 -0.481 -1.337
C -4.478 -0.778 -2.720
H -5.362 -0.916 -3.061
H -4.316 0.394 -3.117
H -3.710 -1.271 -2.690
H -2.311 0.192 -1.742
C -0.442 1.243 -0.282
O 0.047 1.350 -1.580
O 0.351 1.891 0.727
C 1.613 2.217 0.127
N 2.455 1.179 0.391
N 2.027 -0.009 0.428
N 2.660 -1.102 0.555
C 4.087 -0.916 0.004
C 4.921 -2.247 0.249
C 6.216 -2.393 0.129
C 6.893 -0.819 -0.044
C 6.057 0.156 0.083
C 4.782 0.111 0.172
C 3.946 1.471 0.039
O 4.293 2.478 -0.148
H 6.644 1.194 -0.118
H 7.909 -1.083 -0.133
H 6.754 -3.184 0.145
H 4.357 -3.004 0.409
H 1.683 2.647 -0.972
H 2.027 2.990 1.193
H -1.309 1.261 2.247
H -3.627 0.517 3.062
*
```

frontier orbital gap = 0.3092 Ha
highest occupied orbital energy = -0.30934 Eh
relative energy (zero: lowest compared OMol25 entry of this formula, charge and spin) = 371.0 kcal per mole
strongest force on any atom = 0.30008 hartree/bohr
E_LUMO = 0.00 eV

=====

Total energy
In order: -94466.9743 -32562.3603
Unit: eV